1.
5 unconnected molecules or ions with the total composition C36H78N4O5. Source: the OMol25 dataset; level of theory: ωB97M-V/def2-TZVPD.

## Properties
- ΔE to the lowest compared entry with this formula, charge and spin (eV) = 6.7178
- structure (SMILES) = CC1(C)CCCC(C)(C)N1O.CC1(C)CCCC(C)(C)N1O.CC1(C)CCCC(C)(C)N1O.CC1(C)CCCC(C)(C)N1O.O

```
! RIJCOSX wB97M-V def2-TZVPD def2/J DEFGRID3
* xyz 0 1
C 9.8369 -26.4373 -7.1653
C 8.9469 -26.1332 -5.9467
C 9.6350 -26.5175 -4.6247
C 8.6529 -24.6481 -6.0296
C 7.3152 -24.1982 -5.4077
C 6.1243 -25.1501 -5.8314
C 6.3196 -26.6986 -5.6725
C 5.9581 -26.9992 -4.2404
C 5.3128 -27.4971 -6.5184
N 7.7405 -26.9076 -6.0962
O 8.0050 -28.3350 -6.0102
H 10.7058 -25.7796 -7.1428
H 10.1944 -27.4533 -7.3325
H 9.2047 -26.2415 -8.0314
H 9.9348 -27.5630 -4.6963
H 10.5021 -25.9414 -4.3017
H 8.9973 -26.5384 -3.7410
H 9.4876 -24.0776 -5.6222
H 8.5647 -24.2719 -7.0488
H 7.3831 -24.1188 -4.3228
H 7.0642 -23.1534 -5.5908
H 5.8390 -25.0279 -6.8763
H 5.3742 -24.7907 -5.1269
H 6.2658 -27.9941 -3.9187
H 4.8773 -26.9516 -4.1075
H 6.5976 -26.3287 -3.6664
H 4.2670 -27.1967 -6.4543
H 5.4467 -28.5731 -6.4071
H 5.5871 -27.3371 -7.5611
H 7.8111 -28.7525 -6.8526
C -0.9685 -20.4211 -2.5186
C -1.9767 -20.5690 -3.7617
C -1.1563 -20.1408 -5.0460
C -2.2354 -22.1207 -4.0365
C -3.3106 -22.7391 -3.1337
C -4.6659 -21.9279 -3.1759
C -4.4787 -20.4113 -2.9961
C -5.7969 -19.6827 -3.5635
C -4.2048 -20.0766 -1.5410
N -3.2522 -19.9206 -3.7985
O -2.9867 -18.5965 -3.7915
H -0.0080 -20.7886 -2.8797
H -0.9290 -19.3320 -2.4982
H -1.3784 -20.8936 -1.6260
H -0.1691 -20.5900 -5.1542
H -1.6085 -20.4236 -5.9966
H -0.8793 -19.0879 -5.0985
H -2.4903 -22.2365 -5.0900
H -1.2881 -22.6598 -4.0201
H -3.4377 -23.8037 -3.3302
H -2.9070 -23.0110 -2.1583
H -5.4579 -22.1847 -2.4725
H -5.1092 -22.0694 -4.1616
H -6.4772 -19.4080 -2.7574
H -6.2491 -20.2266 -4.3928
H -5.5734 -18.6755 -3.9152
H -5.1694 -19.8702 -1.0772
H -3.7123 -19.1398 -1.2805
H -3.7632 -20.9224 -1.0140
H -2.6381 -18.4179 -2.9151
C 5.1725 -19.8475 4.6901
C 6.6532 -20.4728 4.7937
C 7.6732 -19.4094 4.4038
C 6.8120 -20.9764 6.2372
C 8.2099 -21.6812 6.4716
C 8.4694 -22.8617 5.5699
C 7.8809 -22.6766 4.0962
C 9.1032 -22.2980 3.1301
C 7.1775 -24.0215 3.6009
N 6.8153 -21.6985 3.9875
O 6.3853 -21.4244 2.6842
H 5.1944 -18.8070 5.0141
H 4.7253 -19.9633 3.7028
H 4.5536 -20.4098 5.3894
H 7.7320 -19.1099 3.3574
H 7.3820 -18.5416 4.9956
H 8.6578 -19.5753 4.8410
H 6.6189 -20.2059 6.9837
H 6.0601 -21.7507 6.3895
H 9.0319 -20.9657 6.4495
H 8.1841 -22.0511 7.4967
H 8.0375 -23.7043 6.1101
H 9.5212 -23.1476 5.5705
H 9.5582 -23.2320 2.8003
H 9.8538 -21.6962 3.6425
H 8.6993 -21.8155 2.2401
H 7.8864 -24.8180 3.3749
H 6.8256 -23.8671 2.5809
H 6.2821 -24.4118 4.0845
H 5.5463 -21.8898 2.7178
C 1.8868 -13.4368 -0.3216
C 2.5152 -12.3524 -1.1711
C 1.4211 -11.3441 -1.5574
C 3.4634 -11.5487 -0.3432
C 4.7170 -12.2722 -0.0107
C 5.4611 -12.4909 -1.3549
C 4.6761 -13.2539 -2.4310
C 5.3655 -12.8502 -3.7779
C 4.6843 -14.7671 -2.3691
N 3.2421 -12.7846 -2.4340
O 2.4094 -13.1382 -3.4605
H 2.3917 -14.3922 -0.4640
H 1.7822 -13.2239 0.7423
H 0.9384 -13.6283 -0.8235
H 1.7972 -10.6943 -2.3476
H 0.5822 -11.8667 -2.0168
H 1.0939 -10.7671 -0.6925
H 3.8264 -10.7330 -0.9686
H 2.9536 -11.1133 0.5162
H 5.2629 -11.7427 0.7701
H 4.5614 -13.2434 0.4591
H 6.1946 -13.2021 -0.9749
H 5.9606 -11.5896 -1.7102
H 6.2278 -13.4852 -3.9813
H 5.9120 -11.9251 -3.9613
H 4.6924 -12.8996 -4.6338
H 3.9605 -14.9927 -3.1523
H 4.3446 -15.0352 -1.3688
H 5.7091 -15.1301 -2.4478
H 2.4687 -12.3212 -3.9611
O 6.5370 -34.1324 -4.1878
H 6.7086 -33.2033 -4.3409
H 6.9820 -34.5804 -4.9072
*
```

Mulliken atomic charge list, values in e, 6 entries: number 1, C, carries -1.84; number 2, C, carries 1.44; number 3, C, carries -1.63; number 4, C, carries -1.14; number 5, C, carries -0.91; number 6, C, carries -0.96

2.
5 unconnected molecules or ions with the total composition C36H80B3FO17. Source: the OMol25 dataset; level of theory: ωB97M-V/def2-TZVPD.

## Properties
- structure (SMILES) = CCCCCB1OB(CCOC(=O)CC)OB([C@@H](C)F)O1.COCCOCCOC.COCCOCCOC.COCCOCCOC.COCCOCCOC

```
! RIJCOSX wB97M-V def2-TZVPD def2/J DEFGRID3
* xyz 0 1
C 1.9677 -0.6683 3.7164
C 0.7002 -0.6754 4.5646
C -0.0919 -1.9960 4.4967
C -1.6076 -1.8032 4.6832
C -2.4885 -2.9601 4.0888
B -3.0763 -2.3878 2.7641
O -2.3338 -2.4092 1.5742
B -2.2114 -1.1717 0.9426
C -0.8041 -0.7527 0.3777
C -0.3772 0.7118 0.4093
O -1.4630 1.5641 0.0338
C -1.5246 2.8461 0.4769
O -1.7695 3.7454 -0.2997
C -1.4343 3.0272 1.9680
C -2.5863 2.3249 2.6955
O -3.3751 -0.4081 0.8716
B -4.4075 -0.7133 1.7219
C -5.8081 -0.0005 1.5772
C -6.3991 0.4727 2.8951
F -5.6833 1.1105 0.7142
O -4.2461 -1.6392 2.7269
H 2.6624 -1.4567 4.0114
H 1.7126 -0.7959 2.6605
H 2.4954 0.2861 3.7963
H 0.0436 0.1245 4.2002
H 0.9324 -0.4314 5.6069
H 0.2792 -2.6795 5.2676
H 0.0642 -2.4550 3.5142
H -1.8541 -0.8584 4.1779
H -1.8651 -1.6650 5.7362
H -3.2416 -3.2943 4.8011
H -1.8403 -3.7957 3.8157
H -0.7150 -1.1399 -0.6438
H -0.0780 -1.3212 0.9681
H 0.4322 0.8821 -0.3048
H 0.0186 0.9635 1.3970
H -1.4401 4.0999 2.1664
H -0.4908 2.6428 2.3612
H -3.5205 2.4056 2.1360
H -2.7329 2.7859 3.6755
H -2.3631 1.2717 2.8747
H -6.5163 -0.6849 1.0938
H -5.7096 1.1482 3.4059
H -6.6328 -0.3754 3.5391
H -7.3240 1.0234 2.7043
C 5.0330 1.0093 -3.5328
O 3.6275 1.0480 -3.4176
C 3.0479 -0.0562 -2.7486
C 1.9332 0.3544 -1.8104
O 2.3588 1.0529 -0.6653
C 2.8403 2.3793 -0.8114
C 1.7954 3.4229 -1.1320
O 1.2636 3.2785 -2.4295
C -0.1351 3.4640 -2.5149
H 5.3525 0.3730 -4.3656
H 5.3783 2.0265 -3.7182
H 5.4991 0.6454 -2.6115
H 3.8088 -0.6065 -2.1836
H 2.6173 -0.7420 -3.4892
H 1.5004 -0.5717 -1.4214
H 1.1452 0.8878 -2.3443
H 3.6656 2.4224 -1.5248
H 3.2398 2.6417 0.1720
H 2.2843 4.4046 -1.0564
H 0.9968 3.3881 -0.3841
H -0.6583 2.9754 -1.6861
H -0.4686 3.0189 -3.4483
H -0.4039 4.5253 -2.5186
C -2.9545 -1.8914 -7.7940
O -2.6206 -1.7691 -6.4316
C -1.3706 -1.1624 -6.1723
C -1.4311 -0.1959 -5.0111
O -2.1474 0.9885 -5.2594
C -3.5524 0.9332 -5.3175
C -4.2560 0.7417 -3.9908
O -4.0746 -0.5603 -3.4629
C -3.7871 -0.6058 -2.0717
H -2.4724 -2.7615 -8.2542
H -4.0348 -2.0182 -7.8558
H -2.6752 -0.9949 -8.3569
H -1.0051 -0.6350 -7.0606
H -0.6377 -1.9403 -5.9174
H -0.4087 0.1392 -4.8401
H -1.7732 -0.7004 -4.1036
H -3.8949 0.1955 -6.0468
H -3.8430 1.9226 -5.6786
H -5.3266 0.9141 -4.1650
H -3.9038 1.4926 -3.2766
H -3.0799 0.1693 -1.7608
H -3.3510 -1.5878 -1.8734
H -4.7000 -0.4998 -1.4780
C 4.2839 5.0135 -3.1925
O 5.3912 5.2032 -4.0467
C 5.0711 5.6724 -5.3418
C 6.0417 6.7254 -5.8229
O 5.9531 7.9698 -5.1562
C 6.4419 8.0855 -3.8346
C 7.9470 8.0959 -3.7079
O 8.5195 6.8318 -3.9831
C 9.6911 6.8669 -4.7631
H 3.7894 4.0525 -3.3745
H 4.6595 5.0270 -2.1681
H 3.5462 5.8149 -3.3023
H 4.0544 6.0793 -5.3641
H 5.1133 4.8350 -6.0516
H 5.7643 6.9517 -6.8554
H 7.0631 6.3376 -5.8299
H 6.0032 7.3390 -3.1688
H 6.0991 9.0695 -3.5050
H 8.1886 8.3815 -2.6750
H 8.3608 8.8597 -4.3761
H 9.6002 7.5774 -5.5915
H 9.8397 5.8693 -5.1745
H 10.5706 7.1334 -4.1661
C -5.0716 -8.1749 7.8662
O -4.1270 -8.3721 6.8404
C -4.1705 -7.4228 5.7944
C -2.7922 -7.0040 5.3387
O -2.0678 -6.2074 6.2564
C -1.5712 -6.7857 7.4484
C -0.4136 -7.7388 7.2667
O -0.8050 -8.9500 6.6519
C 0.0832 -9.4347 5.6725
H -6.0569 -8.5683 7.5924
H -4.7151 -8.7095 8.7460
H -5.1734 -7.1143 8.1188
H -4.7342 -6.5347 6.1022
H -4.6827 -7.8628 4.9280
H -2.9401 -6.3496 4.4754
H -2.2135 -7.8673 5.0022
H -2.3648 -7.2471 8.0402
H -1.1850 -5.9367 8.0183
H -0.0083 -7.9569 8.2641
H 0.3722 -7.2461 6.6825
H 0.4461 -8.6284 5.0260
H -0.4642 -10.1516 5.0620
H 0.9452 -9.9422 6.1194
*
```

Mulliken atomic charge list, values in e, 6 entries: number 1, C, carries -1.21; number 2, C, carries -0.05; number 3, C, carries -0.75; number 4, C, carries 0.06; number 5, C, carries -0.34; number 6, B, carries 0.07

3.
6 unconnected molecules or ions with the total composition C36H80Br2N4. Source: the OMol25 dataset; level of theory: ωB97M-V/def2-TZVPD.

## Properties
- ΔE to the lowest compared entry with this formula, charge and spin (eV) = 8.9994

```
! RIJCOSX wB97M-V def2-TZVPD def2/J DEFGRID3
* xyz 2 1
C 4.1986 1.2689 -0.1891
C 5.6245 1.7046 0.4333
C 6.4920 2.2336 -0.7429
C 7.8674 2.7924 -0.3352
N 8.7436 3.4733 -1.4616
C 10.1310 3.8854 -0.8600
C 11.1407 3.0867 -1.7526
C 10.4992 3.0492 -3.1515
C 9.0462 2.7173 -2.7702
C 8.0437 4.7545 -2.0146
H 4.2089 0.5886 -1.0407
H 3.6776 2.1497 -0.5644
H 3.5696 0.6209 0.4214
H 6.0197 0.8321 0.9534
H 5.4687 2.4863 1.1768
H 5.9409 3.0786 -1.1555
H 6.6342 1.4717 -1.5092
H 8.5061 1.9730 -0.0052
H 7.7742 3.5492 0.4436
H 10.3105 4.9598 -0.8993
H 10.1327 3.6121 0.1951
H 12.0810 3.6374 -1.7772
H 11.3319 2.0991 -1.3329
H 10.6797 3.9993 -3.6543
H 10.9485 2.3470 -3.8537
H 8.2559 2.8631 -3.5067
H 8.9843 1.6735 -2.4621
H 7.8187 5.3772 -1.1487
H 7.1133 4.5519 -2.5449
H 8.8192 5.2065 -2.6331
C 0.9995 -2.9208 9.3767
C 1.7955 -3.9154 8.5680
C 1.3204 -5.3217 8.8029
C -0.0264 -5.7335 8.1370
N -0.3622 -7.2845 8.3097
C -1.8927 -7.5796 8.0889
C -2.3183 -8.7727 8.9670
C -1.0902 -8.9664 9.9028
C -0.2380 -7.7261 9.8080
C 0.5477 -8.1245 7.3496
H 1.2380 -1.8613 9.2837
H 1.0534 -3.1401 10.4430
H -0.0631 -3.0176 9.1540
H 2.8301 -3.8979 8.9104
H 1.7226 -3.6047 7.5258
H 1.3366 -5.6728 9.8347
H 2.0571 -5.9065 8.2521
H 0.1109 -5.6530 7.0587
H -0.8550 -5.0858 8.4235
H -1.9334 -7.8776 7.0412
H -2.5673 -6.7634 8.3472
H -2.4751 -9.6298 8.3122
H -3.2926 -8.5527 9.4036
H -0.6181 -9.9034 9.6074
H -1.3958 -9.3791 10.8643
H 0.7978 -7.8212 10.1335
H -0.5731 -6.8906 10.4227
H 1.5217 -8.0042 7.8239
H 0.5560 -7.4883 6.4646
H 0.2353 -9.1603 7.2167
C -3.5238 3.1640 -7.9706
C -2.0714 2.7772 -8.4442
C -2.0386 2.7466 -9.9714
C -0.6848 2.5063 -10.6496
N -0.7725 2.8035 -12.1809
C 0.6475 2.4832 -12.7608
C 1.1991 3.9003 -13.0129
C 0.0600 4.7332 -13.5385
C -1.0834 4.2878 -12.4888
C -1.8386 1.8657 -12.7629
H -4.2651 2.3885 -8.1634
H -3.8749 4.1472 -8.2839
H -3.4991 3.3248 -6.8928
H -1.9472 1.8080 -7.9610
H -1.2794 3.4351 -8.0865
H -2.2191 3.7257 -10.4149
H -2.8340 2.0337 -10.1885
H -0.2886 1.4988 -10.5228
H 0.0306 3.2089 -10.2222
H 0.5737 1.8478 -13.6433
H 1.1545 1.9281 -11.9715
H 2.0315 3.7863 -13.7072
H 1.5662 4.3946 -12.1134
H -0.2309 4.3951 -14.5331
H 0.1307 5.8137 -13.4139
H -2.1219 4.4166 -12.7936
H -0.9954 4.8269 -11.5455
H -1.6495 0.8405 -12.4446
H -1.8978 1.8969 -13.8508
H -2.8240 2.1636 -12.4047
C -4.1775 4.2655 2.6114
C -4.5145 3.0969 3.6597
C -5.6581 2.1722 3.0628
C -5.9469 0.9924 4.0205
N -6.8660 -0.1061 3.4712
C -8.3196 0.4608 3.3126
C -9.2456 -0.7132 3.3529
C -8.4580 -1.7855 4.1097
C -7.0692 -1.3107 4.4656
C -6.3034 -0.5109 2.0874
H -3.8764 4.0355 1.5894
H -3.3738 4.8849 3.0097
H -5.1136 4.8136 2.5052
H -4.9433 3.5463 4.5554
H -3.5709 2.5715 3.8067
H -5.2989 1.7234 2.1367
H -6.5853 2.6538 2.7521
H -6.4611 1.3428 4.9155
H -5.0936 0.4479 4.4248
H -8.3259 0.9652 2.3464
H -8.4170 1.0993 4.1906
H -9.2603 -1.0827 2.3275
H -10.2834 -0.4521 3.5599
H -8.4247 -2.7337 3.5733
H -8.9419 -2.1345 5.0220
H -6.1560 -1.8704 4.2632
H -7.0728 -0.9144 5.4810
H -6.7621 -1.4693 1.8441
H -5.2177 -0.5791 2.1554
H -6.6467 0.2758 1.4156
Br -5.3735 -0.8997 11.6477
Br -2.1791 -6.3218 1.1705
*
```

Mulliken atomic charge list, values in e, 6 entries: number 1, C, carries -1.26; number 2, C, carries -0.47; number 3, C, carries -0.42; number 4, C, carries -0.90; number 5, N, carries 0.23; number 6, C, carries -0.46

| no. | HOMO-LUMO gap (eV) | HOMO energy (eV) |
| --- | --- | --- |
| 1 | 8.449 | -7.952 |
| 2 | 9.285 | -8.853 |
| 3 | 3.320 | -6.786 |